No. 1
# C6H5IS

C6H5IS in the gas phase in a non-equilibrium geometry (ωB97M-V with the def2-TZVPD basis set, the Open Molecules 2025 dataset).

Element x y z (Å)
I (0.488, -0.197, 2.930)
S (-2.143, -2.576, 0.197)
C (1.158, 0.235, -1.027)
C (-0.242, 0.887, 1.021)
C (-1.796, -1.058, 0.293)
C (-1.567, 0.218, 0.590)
C (1.321, -0.659, -1.907)
C (0.941, 0.836, 0.069)
H (1.168, -0.337, -3.003)
H (1.630, 1.459, 0.572)
H (-2.438, 0.732, 0.431)
H (-0.517, 1.902, 1.408)
H (1.997, -1.441, -1.573)

SMILES = C=C=C[C@H](I)C=C=S
E_tot = -25234.7280 eV
E_HOMO = -8.48 eV
Gap between HOMO and LUMO = 8.03 eV
Total charge = 0

***

No. 2
# C9H14ClN2O2

A gas-phase ion, C9H14ClN2O2 (charge +1) in a non-equilibrium geometry (ωB97M-V with the def2-TZVPD basis set, the Open Molecules 2025 dataset).

Element x y z (Å)
Cl (-2.865, 0.112, 1.614)
O (2.408, 0.317, 1.693)
O (-0.596, 1.355, -0.117)
N (0.830, 0.133, -2.087)
N (2.111, -0.405, 0.577)
C (-0.190, -0.660, -1.370)
C (-0.906, 0.061, -0.171)
C (-1.799, 2.364, -0.043)
C (2.223, 1.706, 1.604)
C (-0.783, -2.785, -0.203)
C (-1.830, -0.656, 0.476)
C (0.460, -1.911, -0.486)
C (1.068, -1.173, 0.725)
C (-1.855, -2.112, 0.260)
H (0.629, 0.961, -2.551)
H (-1.586, 3.207, -0.761)
H (2.381, 2.058, 0.584)
H (1.315, -0.508, -2.709)
H (2.267, 0.040, -0.362)
H (-2.863, -2.413, 0.505)
H (0.826, -1.315, 1.722)
H (-0.772, -3.839, -0.257)
H (2.844, 2.316, 2.228)
H (1.118, 2.068, 1.555)
H (-2.739, 1.827, -0.218)
H (-1.002, -1.079, -1.971)
H (-1.777, 2.676, 0.941)
H (1.083, -2.344, -1.178)

SMILES = CO/[NH+]=C/[C@H]1C=CC(Cl)=C(OC)[C@H]1N
E_tot = -29145.6385 eV
E_HOMO = -12.06 eV
Gap between HOMO and LUMO = 7.61 eV
Total charge = +1

***

No. 3
# C3H6Cl2

A molecular structure, C3H6Cl2 in a non-equilibrium geometry (ωB97M-V with the def2-TZVPD basis set, the Open Molecules 2025 dataset).

Element x y z (Å)
Cl (-1.008, -1.970, -0.239)
Cl (2.302, -1.111, -0.448)
C (-0.737, 0.720, -0.839)
C (0.998, -0.268, 0.634)
C (-0.456, -0.200, 0.321)
H (-0.992, 1.827, -0.289)
H (-1.725, 0.407, -1.309)
H (-1.051, 0.075, 1.158)
H (0.490, 0.676, -1.457)
H (1.116, 0.763, 0.846)
H (1.063, -0.920, 1.621)

E_tot = -28250.9993 eV
E_HOMO = -10.74 eV
Gap between HOMO and LUMO = 11.37 eV
Total charge = 0